Record 1
Formula: C25H43F3LaO3P2S
Source: the OMol25 dataset
Level of theory: the ωB97M-V functional and the def2-TZVPD basis

The HOMO energy (alpha / beta) comes out at -8.83 / -8.75 eV. The value obtained for the electronic energy is -71176.433 eV. The calculation puts the strongest force on any atom at 0.1581 hartree/bohr. For the gap between HOMO and LUMO (alpha / beta), the calculation gives 0.1435 / 0.1407 Eh. Its lowest unoccupied orbital energy (alpha / beta) is -4.930 / -4.920 eV. The total charge is +1.

Atoms and positions in Å:
La 1.0837 -0.5409 -0.8743
C -3.0754 2.1479 1.0992
C -3.4029 0.7711 1.1248
C -2.4529 1.3115 3.1351
C -2.5036 2.4848 2.3506
C -2.9669 0.2455 2.3588
C -3.2211 3.0842 -0.0212
H -3.4668 2.5551 -0.9436
H -2.2689 3.6059 -0.1768
H -3.9918 3.8558 0.1260
C -2.1197 3.8225 2.7817
H -2.2022 4.5243 1.9568
H -1.0892 3.8563 3.1247
H -2.7354 4.1806 3.6099
C -2.0384 1.2101 4.5277
H -2.5932 1.9185 5.1417
H -0.9841 1.4357 4.6607
H -2.1950 0.2074 4.9232
C -3.1071 -1.1429 2.8119
H -3.9072 -1.2576 3.5525
H -2.1826 -1.4870 3.2824
H -3.3239 -1.8256 1.9880
C -4.0019 0.0074 0.0161
H -5.0976 -0.0562 0.0773
H -3.6322 -1.0217 0.0167
H -3.7739 0.4646 -0.9532
C 2.4589 -0.4694 -3.1817
C 1.3318 0.2432 -3.8158
C 0.1816 -0.5899 -4.4322
C -0.1270 -1.9568 -3.8345
C 0.1486 -2.2387 -2.3578
C 1.3328 -2.6301 -1.7643
C 2.6080 -2.8509 -2.4830
C 2.8865 -1.8469 -3.6096
H 0.3610 -0.6748 -5.5252
H 0.4062 -2.6747 -4.4608
H -0.6651 0.0890 -4.3225
H 2.3630 -2.1986 -4.5141
H 3.3282 0.2007 -3.1738
H 1.6863 0.9181 -4.6160
H 3.9895 -1.8754 -3.7887
H 3.3803 -2.7509 -1.7246
H 1.2987 -3.0446 -0.7394
H 2.6135 -3.8857 -2.8480
H -1.2022 -2.0713 -4.0475
H -0.7805 -2.3539 -1.7886
P 1.0559 1.7217 -2.6966
P 0.5691 -3.0230 1.6818
C 3.4181 -0.7562 -0.1337
C 3.0771 -1.7100 0.7788
H 3.5896 0.2372 0.3736
H 3.6896 -0.7379 -1.2376
H 3.0238 -2.8012 0.6619
H 2.8228 -1.3328 1.7907
C 1.2436 -3.2562 3.3592
H 0.4003 -3.5770 3.9985
H 1.6302 -2.2910 3.7394
H 2.0498 -4.0100 3.3650
C 0.1976 -4.7353 1.2441
H 1.1189 -5.3358 1.2810
H -0.2243 -4.7547 0.2276
H -0.5651 -5.1183 1.9360
C 2.1456 2.9878 -3.2305
H 1.5413 3.8174 -3.6091
H 2.9356 2.7466 -3.9574
H 2.6684 3.2829 -2.3050
C -0.6450 2.3003 -2.6167
H -0.6348 2.9069 -1.6651
H -1.3660 1.4659 -2.4633
H -0.9793 2.8461 -3.5191
F 2.3171 1.5651 4.0028
C 1.5473 2.5049 3.3838
F 0.5671 2.8619 4.2616
F 2.2859 3.6216 3.1447
S 1.0743 1.8310 1.6567
O 2.4329 1.8765 1.1272
O 0.5341 0.4221 1.7092
O 0.1285 2.7475 1.0421


Record 2
Formula: C25H43N2O2
Source: the OMol25 dataset
Level of theory: the ωB97M-V functional and the def2-TZVPD basis

The HOMO energy (alpha / beta) comes out at -1.81 / -1.80 eV. The spin multiplicity is 3. The value obtained for the electronic energy is -33683.599 eV. The calculation puts the strongest force on any atom at 0.1319 hartree/bohr. For the gap between HOMO and LUMO (alpha / beta), the calculation gives 0.1339 / 0.0780 Eh. Its lowest unoccupied orbital energy (alpha / beta) is 1.834 / 0.322 eV. The total charge is -1. Its expectation value of S² is 2.25.

Atoms and positions in Å:
C 6.6634 -7.9725 -0.2192
C 5.2035 -7.1925 -0.1286
C 5.2025 -5.5463 -0.1363
C 3.7098 -4.8166 -0.0113
C 2.3181 -5.7206 0.1105
C 2.4151 -7.3839 0.1068
C 3.8689 -8.1510 -0.0143
H 7.4411 -7.1354 0.1203
H 6.6410 -8.7111 0.7152
H 6.1996 -4.9315 -0.2249
H 3.7118 -3.6347 -0.0245
H 1.2809 -5.1792 0.2070
H 1.4550 -8.0614 0.1684
H 3.9069 -9.3300 -0.0170
C 3.1273 0.5736 -0.5138
C 1.8814 -0.1354 0.0977
C 0.6862 0.8540 0.2425
C 0.7676 1.7853 1.4427
C 1.0292 0.9945 2.7190
C 2.2957 0.1089 2.6103
N 2.2764 -0.7813 1.3958
O 1.3651 -1.8218 1.6499
C 3.5434 1.0352 2.5993
C 2.4587 -0.6992 3.9378
C 1.4607 -1.1594 -1.0139
H 3.9873 0.6030 0.1569
H 3.5061 0.0471 -1.3991
H 2.9062 1.6025 -0.8166
H -0.2505 0.2848 0.3299
H 0.5835 1.4578 -0.6680
H 1.5415 2.5432 1.2852
H -0.1779 2.3317 1.5440
H 1.1239 1.6939 3.5602
H 0.1490 0.3758 2.9410
H 4.4661 0.4518 2.4762
H 3.6314 1.5859 3.5445
H 3.5144 1.7978 1.8186
H 1.5840 -1.3169 4.1688
H 2.5928 -0.0272 4.7945
H 3.3389 -1.3533 3.8951
H 2.2201 -1.9391 -1.1472
H 1.3352 -0.6520 -1.9795
H 0.5034 -1.6480 -0.7970
C -5.1048 1.7495 -2.8821
C -4.4262 1.6777 -1.4810
C -5.3648 2.2415 -0.3722
C -5.4176 3.7596 -0.2887
C -4.0113 4.3423 -0.2154
C -3.1219 3.8768 -1.3954
N -3.0985 2.3786 -1.5460
O -2.2927 1.8636 -0.5150
C -3.6348 4.5569 -2.6952
C -1.6914 4.4790 -1.2141
C -4.3133 0.1371 -1.2075
H -4.5858 2.4007 -3.5870
H -5.1114 0.7744 -3.3857
H -6.1437 2.0898 -2.8178
H -5.0363 1.8687 0.6087
H -6.3840 1.8588 -0.5098
H -5.9681 4.1693 -1.1416
H -5.9780 4.0554 0.6063
H -4.0785 5.4382 -0.1977
H -3.5562 4.0543 0.7421
H -3.0613 4.2192 -3.5692
H -3.5251 5.6474 -2.6369
H -4.6939 4.3800 -2.8921
H -1.2310 4.1994 -0.2602
H -1.7205 5.5756 -1.2293
H -1.0238 4.1590 -2.0242
H -3.6190 -0.3434 -1.9072
H -5.2906 -0.3493 -1.3257
H -3.9801 -0.0871 -0.1873


Record 3
Formula: C25H44FN4O4P
Source: the OMol25 dataset
Level of theory: the ωB97M-V functional and the def2-TZVPD basis

The HOMO energy (alpha / beta) comes out at -8.31 / -8.69 eV. The spin multiplicity is 3. The value obtained for the electronic energy is -52789.431 eV. The calculation puts the strongest force on any atom at 0.0518 hartree/bohr. For the gap between HOMO and LUMO (alpha / beta), the calculation gives 0.3292 / 0.3252 Eh. Its lowest unoccupied orbital energy (alpha / beta) is 0.646 / 0.164 eV. Its expectation value of S² is 2.01.

Atoms and positions in Å:
O 2.1849 9.4829 2.1448
C 1.5645 9.0055 1.2353
F 0.5841 9.7223 0.6762
N 1.8555 7.7264 0.6852
C 1.1091 6.6544 1.3286
O 1.6206 5.5868 1.5376
P -0.7373 7.0460 1.8281
C -2.5221 7.5567 2.2832
C -3.4489 7.5403 1.2661
C -4.7370 7.9471 1.5758
C -4.9246 8.3231 2.8846
C -3.9457 8.2752 3.8411
N -2.7108 7.8841 3.5429
H 2.8493 7.6152 0.8719
H -0.2545 7.6625 3.0205
H -1.0403 5.6644 1.8495
H -0.8858 7.7259 0.5810
H -3.1761 7.2471 0.2578
H -5.5245 7.9959 0.8359
H -5.9080 8.6787 3.1822
H -4.1482 8.5861 4.8605
C 2.5478 0.5758 -0.5982
C 1.4082 1.5958 -0.3351
C 1.5777 2.2261 1.0517
C 1.2083 1.2906 2.1998
C -0.1864 0.7051 1.9946
C -0.3591 0.0389 0.6267
N 0.0839 0.9238 -0.4905
O -0.8215 1.8382 -0.6720
C 0.4278 -1.2852 0.6110
C -1.8187 -0.3793 0.4603
C 1.6145 2.6900 -1.3838
H 3.3483 1.0173 -1.1918
H 3.0099 0.2125 0.3203
H 2.1954 -0.2840 -1.1680
H 0.9542 3.1212 1.1251
H 2.6083 2.5648 1.1775
H 1.9490 0.4916 2.2983
H 1.2363 1.8439 3.1412
H -0.3975 -0.0186 2.7853
H -0.9234 1.5070 2.1111
H 0.3963 -1.7438 -0.3788
H -0.0150 -1.9990 1.3065
H 1.4689 -1.1837 0.9081
H -2.5120 0.4527 0.5741
H -2.0861 -1.1223 1.2123
H -1.9852 -0.8356 -0.5178
H 1.4931 2.2946 -2.3944
H 2.6225 3.0958 -1.2984
H 0.9287 3.5264 -1.2548
C 0.8613 -8.1587 -0.6102
C -0.1025 -6.9473 -0.7129
C -1.1940 -7.2331 -1.7508
C -0.7036 -7.1562 -3.1940
C 0.0107 -5.8328 -3.4529
C 1.1294 -5.5504 -2.4458
N 0.6718 -5.7108 -1.0340
O -0.0534 -4.6801 -0.7227
C 2.3156 -6.4898 -2.7388
C 1.6786 -4.1464 -2.6942
C -0.7647 -6.8543 0.6628
H 0.6048 -8.8017 0.2312
H 0.8415 -8.7912 -1.4983
H 1.8895 -7.8414 -0.4382
H -2.0117 -6.5153 -1.6278
H -1.6249 -8.2195 -1.5645
H -0.0447 -7.9989 -3.4216
H -1.5549 -7.2492 -3.8718
H 0.4194 -5.8318 -4.4659
H -0.7273 -5.0246 -3.4217
H 3.0960 -6.3738 -1.9845
H 2.7606 -6.2431 -3.7036
H 2.0438 -7.5410 -2.7916
H 0.9100 -3.3768 -2.6414
H 2.1227 -4.0848 -3.6882
H 2.4625 -3.9003 -1.9742
H -0.0290 -6.6396 1.4401
H -1.2447 -7.8027 0.9049
H -1.5413 -6.0915 0.7018


Record 4
Formula: C25H44GeO8STeW
Source: the OMol25 dataset
Level of theory: the ωB97M-V functional and the def2-TZVPD basis

The HOMO energy (alpha / beta) comes out at -9.95 / -9.74 eV. The spin multiplicity is 2. The value obtained for the electronic energy is -119486.193 eV. The calculation puts the strongest force on any atom at 0.0290 hartree/bohr. For the gap between HOMO and LUMO (alpha / beta), the calculation gives 0.1966 / 0.1890 Eh. Its lowest unoccupied orbital energy (alpha / beta) is -4.602 / -4.602 eV. The total charge is +1. Its expectation value of S² is 0.75. The energy above the lowest of the compared OMol25 structures with the same formula, charge and spin is 71.2 kJ/mol.

Atoms and positions in Å:
W 0.5077 -1.1017 -0.4411
C 0.7954 -5.4662 -1.5923
C 1.5344 -4.2593 -1.0279
C 2.8647 -4.0590 -1.7281
C 1.6790 -4.3832 0.4770
O 0.6018 -3.1075 -1.2647
Ge -0.2973 -2.8630 -2.8998
O -1.2566 -1.8170 -1.7570
C -2.5893 -1.2053 -2.0551
C -3.5050 -2.3960 -2.3066
C -2.4893 -0.3252 -3.2820
C -3.0365 -0.4484 -0.8202
O 0.0405 0.5328 -1.0279
C 0.5251 1.8631 -1.5636
C 1.5936 2.3673 -0.6180
C 1.0898 1.6459 -2.9568
C -0.6964 2.7552 -1.5360
H 1.3409 -6.3773 -1.3469
H 0.7290 -5.4288 -2.6847
H -0.2039 -5.5384 -1.1605
H 3.3795 -5.0203 -1.7481
H 3.5196 -3.3626 -1.2088
H 2.7437 -3.7237 -2.7597
H 2.4348 -5.1351 0.7049
H 0.7346 -4.6759 0.9354
H 2.0055 -3.4478 0.9324
H -3.1500 -2.9956 -3.1516
H -4.5063 -2.0462 -2.5573
H -3.5656 -3.0228 -1.4179
H -2.2161 -0.8981 -4.1728
H -1.7718 0.4750 -3.1307
H -3.4611 0.1293 -3.4769
H -3.0345 -1.1067 0.0476
H -4.0590 -0.1045 -0.9837
H -2.4138 0.4207 -0.6185
H 2.3825 1.6312 -0.4710
H 1.1704 2.6588 0.3391
H 2.0621 3.2439 -1.0691
H 2.0901 1.2179 -2.9177
H 1.1497 2.6128 -3.4571
H 0.4601 1.0008 -3.5639
H -1.1008 2.7990 -0.5259
H -1.4671 2.4107 -2.2263
H -0.4008 3.7640 -1.8280
O 4.2492 -0.9250 0.9359
C 3.3100 -0.8936 0.2273
O 2.0115 -0.9598 0.7092
C 3.3110 -0.8311 -1.3224
O 4.2932 -0.6219 -1.9610
O 2.0856 -1.0395 -1.7631
C 1.7543 7.4712 2.1759
C 1.2136 6.0796 2.3559
C 2.0295 5.0390 2.7792
C 1.5400 3.7490 2.9593
C 2.4495 2.6477 3.4277
C 0.1900 3.5065 2.6976
Te -0.5572 1.5451 2.8911
C -0.6637 4.5368 2.2911
C -2.1307 4.2920 2.0736
C -0.1304 5.8073 2.1190
H 2.8350 7.4954 2.3068
H 1.3132 8.1554 2.9024
H 1.5231 7.8581 1.1825
H 3.0782 5.2318 2.9778
H 3.4900 2.9686 3.4467
H 2.3831 1.7675 2.7784
H 2.1797 2.3222 4.4356
H -2.3073 3.4333 1.4170
H -2.6158 5.1580 1.6252
H -2.6314 4.0787 3.0214
H -0.7868 6.6105 1.8003
C -2.2488 -3.5414 2.9246
S -2.7517 -3.6626 1.2019
C -3.3498 -5.3618 1.1649
O -0.4490 -1.5000 0.9024
H -1.4241 -4.2195 3.1407
H -3.0845 -3.7500 3.5903
H -1.9143 -2.5185 3.0880
H -4.2711 -5.4768 1.7331
H -2.5933 -6.0417 1.5563
H -3.5430 -5.6233 0.1254


Record 5
Formula: C25H45B2F9N2O12P2
Source: the OMol25 dataset
Level of theory: the ωB97M-V functional and the def2-TZVPD basis

The HOMO energy comes out at -9.27 eV. The value obtained for the electronic energy is -98586.060 eV. The calculation puts the strongest force on any atom at 0.1734 hartree/bohr. For the gap between HOMO and LUMO, the calculation gives 0.2805 Eh. Its lowest unoccupied orbital energy is -1.642 eV.

Atoms and positions in Å:
C -5.0366 3.8459 0.8514
C -6.4688 3.1428 0.4334
C -6.6549 2.9600 -1.1850
C -5.2540 2.4833 -1.9646
C -4.7377 0.9962 -1.4618
C -3.2493 0.5795 -2.1012
C -2.4115 -0.4347 -1.0619
C -0.8025 -0.2273 -1.0837
C -0.4921 -0.1796 0.5611
C -1.0218 1.0667 1.4626
P -2.1961 0.5350 2.9248
O -3.1934 -0.6248 2.5344
O -1.1435 0.0964 4.2863
O -3.0019 2.0212 3.4480
C 1.1172 -0.3930 0.4679
C 2.0007 1.0225 0.4689
O 1.3976 2.0996 -0.3528
C 1.4949 3.4060 0.3188
C 3.0209 3.9460 0.5752
B 1.5606 -1.1319 1.8590
O 0.5192 -1.8697 2.6636
O 2.9237 -1.2508 2.4176
C 3.2694 -0.2052 3.3691
C 2.1667 0.1474 4.5181
N 1.4122 -1.0669 -0.8989
P 2.8387 -2.1959 -0.9325
N 4.2006 -1.4643 -0.3456
O 2.5821 -3.6893 -0.0791
O 3.3142 -2.6551 -2.5713
C 0.2213 -1.3014 -1.8793
C 0.7951 -0.4191 -3.1384
C 0.0334 -0.4762 -4.5688
C -1.1899 0.6517 -4.7496
C -0.3746 -2.7929 -2.0340
F -0.8849 -3.1687 -0.6570
F 0.6343 -3.8912 -2.3045
C -1.5176 -3.1739 -3.0834
F -0.8910 -3.8763 -4.2750
F -2.4041 -2.1717 -3.6520
C -2.5143 -4.3993 -2.5152
F -1.7435 -5.5951 -2.0611
F -3.5608 -3.9435 -1.5878
F -3.2423 -4.8645 -3.7568
H -5.0371 4.0780 2.0159
H -4.7600 4.7886 0.2082
H -4.1829 3.0305 0.6961
H -7.3151 3.8347 0.9133
H -6.6127 2.0868 0.9713
H -7.4433 2.0772 -1.3304
H -7.1006 3.9408 -1.6742
H -4.4297 3.3061 -1.8330
H -5.5654 2.3494 -3.0991
H -4.7425 1.0227 -0.2921
H -5.4956 0.1416 -1.7856
H -2.6091 1.5599 -2.1656
H -3.4858 0.0819 -3.1316
H -2.7801 -1.5578 -1.2300
H -2.9428 -0.1739 -0.0208
H -0.6970 0.9107 -1.3434
H -1.1986 -1.0791 0.9026
H -1.6882 1.7622 0.7603
H -0.2119 1.7357 1.9682
H -1.5691 -0.7151 4.6916
H -3.5350 2.3516 2.6667
H 1.9101 1.4254 1.5896
H 3.1190 0.8780 0.1692
H 0.9807 4.1941 -0.4139
H 0.9199 3.4873 1.3345
H 3.8143 3.1165 0.8021
H 3.4292 4.6409 -0.2798
H 2.9808 4.6329 1.5508
H 1.0291 -2.5943 3.1705
H 4.2542 -0.5612 3.9418
H 3.5807 0.8257 2.8563
H 1.3923 0.9636 4.1188
H 1.5277 -0.7833 4.8489
H 2.6482 0.6281 5.4827
H 1.9373 -0.2316 -1.3149
H 4.5566 -2.0367 0.4612
H 1.6378 -3.7607 0.2672
H 3.1874 -3.6655 -2.6424
H 0.8247 0.7494 -2.8780
H 1.9340 -0.6587 -3.4168
H -0.3077 -1.5192 -4.9555
H 0.8314 -0.1075 -5.3825
H -2.1992 0.0728 -4.8924
H -1.0313 1.2956 -5.7411
H -1.2120 1.4099 -3.8350
B 8.7996 -2.5585 3.6360
O 8.0127 -3.2043 2.5799
C 6.9537 -2.4194 2.3391
O 6.0926 -2.6668 1.5106
C 6.9983 -1.2660 3.1961
O 6.1818 -0.3595 3.2253
O 8.0854 -1.3236 3.9775
F 10.1335 -2.2466 3.1467
F 8.8837 -3.4267 4.8000


Record 6
Formula: C25H45CdS4
Source: the OMol25 dataset
Level of theory: the ωB97M-V functional and the def2-TZVPD basis

The HOMO energy comes out at -10.05 eV. The value obtained for the electronic energy is -74556.081 eV. The calculation puts the strongest force on any atom at 0.0067 hartree/bohr. For the gap between HOMO and LUMO, the calculation gives 0.2820 Eh. Its lowest unoccupied orbital energy is -2.375 eV. The total charge is +1. The energy above the lowest of the compared OMol25 structures with the same formula, charge and spin is 0.0 kJ/mol.

Atoms and positions in Å:
Cd -0.7171 -0.0174 0.7140
C -2.7243 -2.9963 -0.3393
C -3.7069 -1.8973 -0.7192
S -3.5423 -0.3635 0.2223
C -4.1327 -0.8683 1.8615
C -3.6610 0.1322 2.9178
S -1.8681 0.2119 3.1901
C -1.5407 -1.3990 3.9474
C -0.0560 -1.7283 3.8742
S 0.6005 -1.9631 2.2069
C -0.1425 -3.5459 1.7261
C -0.0855 -3.7029 0.2075
S -1.0345 -2.4760 -0.7279
H -2.9540 -3.8936 -0.9155
H -2.8160 -3.2478 0.7177
H -4.7314 -2.2585 -0.6267
H -3.5704 -1.6014 -1.7610
H -3.7881 -1.8746 2.0999
H -5.2229 -0.8823 1.8602
H -4.1293 -0.0818 3.8785
H -3.9516 1.1471 2.6420
H -2.1320 -2.1696 3.4524
H -1.8518 -1.3560 4.9915
H 0.1595 -2.6200 4.4630
H 0.5403 -0.9204 4.3033
H -1.1704 -3.6081 2.0837
H 0.4287 -4.3459 2.1973
H -0.4308 -4.6991 -0.0705
H 0.9411 -3.6101 -0.1516
C 0.0731 0.7440 -1.8600
C 0.2521 1.4597 -0.5774
C 1.6643 1.1059 -0.1812
C 2.1456 0.2505 -1.1349
C 1.1852 0.0361 -2.1828
C 1.4485 -0.7858 -3.4239
C 2.5246 -0.0684 -4.2531
C 0.1820 -0.9278 -4.2664
C 1.9631 -2.1819 -3.0529
C 2.4997 1.5291 1.0314
C 3.0596 2.9513 0.8581
C 1.7362 1.4362 2.3613
C 3.7157 0.6014 1.1803
C -0.3606 2.8864 -0.5575
C -0.4944 3.5180 0.8281
C -1.7810 2.8671 -1.1447
C 0.4929 3.7931 -1.4571
H -0.8211 0.8118 -2.4606
H 3.1122 -0.2296 -1.0997
H 2.1896 0.9299 -4.5383
H 2.7468 -0.6313 -5.1624
H 3.4510 0.0370 -3.6854
H -0.1854 0.0455 -4.5968
H -0.6127 -1.4230 -3.7024
H 0.3854 -1.5260 -5.1563
H 2.8677 -2.1257 -2.4453
H 2.2049 -2.7456 -3.9562
H 1.2073 -2.7472 -2.5006
H 2.2905 3.7201 0.8693
H 3.6017 3.0309 -0.0854
H 3.7569 3.1729 1.6689
H 0.7924 1.9754 2.3637
H 2.3506 1.8418 3.1684
H 1.5447 0.3879 2.6115
H 4.4033 0.6969 0.3400
H 3.4131 -0.4452 1.2618
H 4.2667 0.8687 2.0837
H -1.1180 2.9004 1.4864
H -0.9823 4.4905 0.7391
H 0.4578 3.6825 1.3225
H -2.4331 2.1735 -0.6064
H -1.7944 2.5998 -2.1999
H -2.2217 3.8618 -1.0595
H 1.5140 3.8882 -1.0916
H 0.0574 4.7933 -1.5127
H 0.5383 3.3859 -2.4686


What is the formula in the sixth record? C25H45CdS4


Which formula does entry 1 have? C25H43F3LaO3P2S